1.
Entry from the OMol25 dataset: a molecular structure, C44H42ClF6N5NaO4PS3 in a non-equilibrium geometry (wB97M-V/def2-TZVPD).

The total charge is -2. The HOMO-LUMO gap is 4.47 eV. Its energy above the lowest of the compared OMol25 structures with the same formula, charge and spin is 0.000 eV. The lowest unoccupied orbital energy is 0.1312 Ha.

XYZ file:
```
107
Properties=species:S:1:pos:R:3:forces:R:3:mulliken_charge:R:1
Na -1.064 -0.366 0.865 0.8861 0.8328 -0.0783 0.788
C 0.777 2.822 2.766 -0.0975 -0.0261 0.0246 -1.004
C -0.255 3.020 1.655 0.0248 -0.1341 0.0722 -0.832
N -1.361 2.082 1.757 -0.1193 0.1015 -0.1282 0.505
C -2.251 2.235 2.891 0.0852 -0.0526 0.0310 -0.907
C -1.812 1.540 4.194 0.0180 0.0216 -0.0384 -1.040
S -1.173 -0.148 3.997 -0.0916 -0.0752 -0.0159 0.135
C 0.426 -0.021 4.819 0.0471 0.0236 -0.0043 -0.886
C 1.508 0.895 4.160 -0.1101 0.0109 0.0301 -0.708
N 1.149 1.437 2.881 0.1049 -0.0312 -0.1094 0.837
H 0.348 3.154 3.715 0.0504 0.0055 0.0101 0.543
H 1.635 3.488 2.570 -0.0172 0.0226 -0.0270 0.399
H 0.226 2.839 0.690 -0.0130 0.0112 -0.0090 0.217
H -0.599 4.069 1.677 0.0363 0.0267 0.0057 0.290
H -1.891 2.108 0.892 0.0094 -0.0309 -0.0027 -0.094
H -3.218 1.816 2.607 0.0014 -0.0006 -0.0086 0.381
H -2.424 3.299 3.136 -0.0222 0.0034 0.0101 0.315
H -2.685 1.496 4.847 -0.0106 0.0184 0.0433 0.680
H -1.047 2.113 4.716 -0.0090 -0.0031 0.0011 0.403
H 0.777 -1.054 4.840 -0.0091 -0.0051 -0.0281 0.412
H 0.251 0.281 5.854 0.0433 -0.0216 0.0139 0.508
H 2.419 0.301 4.055 -0.0023 -0.0051 0.0454 0.221
H 1.745 1.699 4.869 0.0162 0.0168 -0.0211 0.478
H 1.729 1.147 2.105 0.0285 0.0227 0.0302 -0.376
C 2.754 1.590 -6.084 -0.0063 -0.0137 -0.0038 -0.506
C 2.793 2.335 -4.917 0.0149 -0.0152 -0.0039 -0.610
C 1.895 2.062 -3.890 0.0354 0.0037 0.0097 -0.593
C 0.951 1.044 -3.998 -0.1090 0.0983 0.0448 0.205
C 0.940 0.293 -5.177 -0.0355 -0.1012 0.0395 -0.030
C 1.822 0.563 -6.212 0.0203 0.0224 0.0341 -0.770
P -0.172 0.825 -2.514 0.1521 -0.1662 -0.3701 1.185
C -0.004 -1.017 -2.357 -0.0270 -0.0133 0.0626 0.254
C 1.224 -1.631 -2.626 0.0773 0.0667 0.1309 -0.161
C 1.438 -2.973 -2.352 0.0392 -0.0502 -0.0234 -0.588
C 0.424 -3.747 -1.805 0.0037 0.0770 -0.0391 -0.725
C -0.807 -3.164 -1.557 0.0225 -0.0743 -0.0119 -0.457
C -1.021 -1.818 -1.835 -0.0525 -0.0988 -0.1240 -0.455
C -1.823 0.998 -3.318 -0.3014 -0.1559 0.4294 0.431
C -2.135 1.219 -4.632 0.0210 0.0847 -0.0636 -0.746
C -3.492 1.344 -5.019 0.0727 -0.0166 -0.0776 -0.935
C -4.501 1.259 -4.104 -0.0514 -0.0194 0.0687 -0.897
C -4.216 1.055 -2.728 -0.0121 0.0486 -0.0163 0.731
C -5.217 0.994 -1.724 -0.0050 -0.0192 -0.0617 -1.440
C -4.852 0.785 -0.424 0.0376 -0.0364 0.0075 -1.773
C -3.485 0.621 -0.076 -0.1981 0.1408 -0.1187 0.729
C -2.445 0.689 -0.985 -0.2226 0.1057 0.2591 -0.315
C -2.866 0.911 -2.333 0.4575 0.1668 -0.1653 0.424
H 3.451 1.796 -6.888 -0.0008 0.0007 -0.0005 0.363
H 3.531 3.119 -4.791 -0.0057 0.0122 -0.0025 0.413
H 1.938 2.637 -2.971 0.0038 0.0177 0.0089 0.320
H 0.243 -0.532 -5.273 -0.0229 0.0295 0.0065 0.537
H 1.792 -0.032 -7.117 0.0025 -0.0038 0.0080 0.392
H 2.037 -1.046 -3.037 0.0295 0.0167 -0.0108 0.462
H 2.408 -3.414 -2.551 -0.0081 0.0217 0.0302 0.359
H 0.601 -4.787 -1.563 -0.0054 -0.0138 -0.0021 0.309
H -1.613 -3.744 -1.123 0.1055 0.0223 -0.0446 0.334
H -1.991 -1.388 -1.629 0.0847 -0.0861 -0.0239 0.534
H -1.364 1.315 -5.387 -0.0012 -0.0177 0.0064 0.432
H -3.728 1.499 -6.067 0.0084 0.0164 0.0000 0.380
H -5.535 1.341 -4.425 -0.0088 0.0171 0.0278 0.366
H -6.261 1.106 -1.999 0.0051 0.0123 -0.0226 0.282
H -5.608 0.738 0.354 0.0025 -0.0364 0.0052 0.545
H -3.289 0.435 0.979 -0.1577 0.0238 -0.0472 0.103
Cl 6.823 -4.280 1.134 -0.0285 0.0094 0.0105 -0.328
C 5.182 -3.660 1.329 0.0282 -0.0178 -0.0308 0.207
C 4.090 -4.407 0.884 -0.0158 -0.0217 -0.0153 -0.652
C 2.809 -3.930 1.024 0.0291 -0.0187 0.0006 -0.614
C 2.512 -2.652 1.619 -0.0822 0.0440 -0.0355 0.608
C 1.229 -2.138 1.702 0.1963 0.1414 -0.1541 -0.345
C 3.678 -1.936 2.070 0.0207 -0.0485 -0.0022 0.254
C 4.960 -2.427 1.927 -0.0105 0.0593 0.0097 -0.663
H 4.258 -5.376 0.425 0.0010 0.0019 0.0013 0.369
H 1.980 -4.533 0.671 0.0019 0.0027 0.0006 0.383
H 1.068 -1.180 2.187 -0.0788 -0.0616 0.0933 -0.326
H 0.373 -2.699 1.350 -0.0132 -0.0528 0.1000 -0.060
H 3.542 -0.965 2.535 0.0064 0.0025 0.0127 -0.074
H 5.804 -1.844 2.280 -0.0033 0.0020 -0.0007 0.364
F -5.490 -2.219 0.306 0.0562 0.0011 -0.0840 -0.209
C -4.490 -3.061 0.541 -0.0504 -0.0038 0.1108 0.586
F -5.001 -4.264 0.812 -0.0134 0.0274 -0.0595 -0.256
F -3.760 -3.167 -0.574 -0.1123 -0.0005 0.0223 -0.190
S -3.392 -2.494 1.962 0.0648 -0.1521 0.0528 0.782
O -2.203 -2.028 1.287 -0.8215 -0.7721 0.3933 -0.761
O -3.285 -3.642 2.810 0.0291 0.0301 -0.0886 -0.693
N -4.115 -1.244 2.598 -0.0146 -0.0224 -0.0291 -0.146
S -5.511 -1.323 3.330 0.0108 0.0578 -0.1978 1.087
O -6.287 -2.495 3.032 0.0050 0.0546 0.0497 -0.669
O -6.130 -0.030 3.282 -0.0118 -0.0625 0.0442 -0.700
C -5.086 -1.519 5.110 -0.0030 -0.0513 0.1077 0.609
F -6.219 -1.460 5.835 -0.0040 -0.0247 -0.0079 -0.253
F -4.504 -2.689 5.352 0.0272 0.0346 0.0230 -0.229
F -4.284 -0.543 5.538 0.0386 0.0483 -0.0062 -0.200
N 4.021 0.068 -1.035 -0.0904 -0.0211 -0.1283 0.361
C 2.942 0.090 -0.201 0.0587 0.0481 0.1011 -1.093
N 2.645 1.292 0.213 0.0778 0.0948 -0.0683 0.173
C 3.576 2.123 -0.391 -0.1004 -0.0398 0.0301 -0.083
C 3.720 3.506 -0.321 -0.0074 0.0334 -0.0213 -0.469
C 4.737 4.094 -1.052 0.0178 -0.0276 -0.0126 -0.702
C 5.604 3.324 -1.842 -0.0273 0.0300 0.0128 -0.456
C 5.475 1.949 -1.923 -0.0125 -0.0049 -0.0077 -0.934
C 4.449 1.367 -1.187 0.0704 -0.0728 -0.0235 0.638
H 4.413 -0.766 -1.435 0.0330 -0.0073 0.0290 0.272
H 2.409 -0.810 0.087 -0.0899 -0.0218 -0.0204 0.524
H 3.041 4.094 0.285 0.0053 -0.0082 0.0000 0.350
H 4.868 5.169 -1.018 -0.0024 -0.0029 -0.0049 0.397
H 6.387 3.818 -2.404 0.0035 -0.0010 0.0021 0.381
H 6.140 1.357 -2.539 -0.0026 -0.0043 -0.0007 0.407
```
Forces are in eV/Å.

2.
Entry from the OMol25 dataset: a molecular structure, C44H42N3O5Sr in a non-equilibrium geometry (wB97M-V/def2-TZVPD).

The total charge is -1. The HOMO-LUMO gap is 7.86 eV. Its energy above the lowest of the compared OMol25 structures with the same formula, charge and spin is 0.000 eV. The lowest unoccupied orbital energy is 0.0865 Ha.

XYZ file:
```
95
Properties=species:S:1:pos:R:3:forces:R:3:mulliken_charge:R:1
Sr 0.629 0.055 1.915 -0.9057 -0.0367 -1.1858 1.509
C 4.382 -0.686 1.888 0.0940 -0.1228 -0.3612 -1.605
C 4.171 -2.180 1.716 1.0234 -0.5848 0.7601 0.339
C 5.236 -3.036 2.502 -0.9738 -0.5954 -0.0103 -1.619
C 2.772 -2.613 2.098 -0.6710 0.6139 -0.7547 0.855
C 1.922 -3.260 1.187 0.9110 0.6395 -0.0163 -0.335
C 0.645 -3.592 1.553 0.6948 0.3566 1.0758 -0.606
C 0.178 -3.322 2.859 -0.8245 -1.1517 -1.3548 1.304
C -1.100 -3.973 3.222 -0.8453 -0.4605 0.7750 -1.903
C 0.959 -2.659 3.758 0.3838 0.3995 -0.2224 -0.725
C 2.203 -2.244 3.308 1.7695 0.0927 1.6516 -0.458
H 5.344 -0.401 1.490 0.4189 0.0835 -0.1608 0.474
H 4.364 -0.399 2.910 -0.1274 0.3450 1.0093 0.393
H 3.646 -0.091 1.350 -0.1938 -0.0423 -0.1165 0.122
H 4.408 -2.379 0.680 -0.5576 -0.3087 -0.4829 0.256
H 5.051 -3.062 3.577 -0.3135 0.1764 0.0712 0.294
H 6.249 -2.669 2.419 0.2689 0.1284 -0.4921 0.451
H 5.174 -4.108 2.176 0.1902 0.9300 0.1089 0.367
H 2.288 -3.420 0.178 -0.1080 -0.2632 -0.0097 0.259
H 0.089 -4.156 0.857 -0.9669 -0.3150 -0.5140 0.591
H -1.646 -3.487 4.014 0.1257 0.4752 0.5668 0.398
H -0.885 -4.989 3.608 -0.2936 0.2531 -0.4966 0.325
H -1.830 -3.971 2.418 0.2291 -0.4306 -0.3757 0.351
H 0.647 -2.479 4.785 -0.0593 0.1075 -0.3030 0.353
H 2.818 -1.716 4.054 -0.1695 -0.1198 -0.5323 0.211
C -2.410 -0.664 -4.168 0.0679 -0.8055 0.9595 -1.684
C -2.113 0.618 -3.424 -1.1479 0.3539 -1.3255 1.291
C -2.999 1.708 -4.180 -0.6791 -1.0868 1.3913 -1.899
O -2.485 0.541 -2.071 -0.0765 0.3579 0.1064 -0.234
C -1.609 1.464 -1.389 0.3054 -1.1551 -0.5113 -2.314
C -0.279 1.103 -2.107 0.9717 0.4487 -0.5907 -0.780
O -0.721 0.906 -3.479 -0.7982 0.0862 0.7188 -0.486
C 0.723 -0.017 -1.653 -1.0581 -0.1491 -1.0820 2.945
O 1.057 0.302 -0.376 0.6072 -0.5539 0.4194 -0.960
C 1.980 -0.043 -2.662 -0.1009 0.1941 1.3626 -0.910
C 2.027 0.066 -4.061 -0.1845 -0.3982 0.8109 0.271
C 3.249 0.027 -4.704 0.3945 0.2294 0.6689 -0.838
C 4.432 -0.087 -3.974 0.4264 0.2706 -0.6142 -0.463
C 4.407 -0.211 -2.588 0.8267 0.5577 0.1702 -0.581
C 3.180 -0.197 -1.949 -0.5452 0.0773 -0.7625 -0.102
C 0.043 -1.421 -1.759 0.4437 0.4845 0.1504 -0.035
C -1.083 -1.675 -0.980 0.5056 1.3823 0.7246 1.043
C -1.647 -2.912 -0.932 -0.8298 -0.2677 -0.5767 -1.153
C -1.149 -3.943 -1.716 -0.9854 -1.0523 0.2054 -1.043
C -0.048 -3.725 -2.483 0.8762 0.1465 0.0614 -0.868
C 0.537 -2.460 -2.516 -0.5359 -0.5881 0.3536 -1.024
C -1.849 1.624 0.154 0.2843 0.9968 0.3004 3.072
O -1.531 0.675 1.070 0.1943 -0.6043 -0.3637 -0.993
C -3.355 1.985 0.245 -0.1567 -0.3034 -0.5724 0.136
C -3.876 3.244 -0.064 -0.0711 -0.2659 -0.0334 -0.030
C -5.250 3.446 -0.261 1.2054 0.4145 0.2682 -0.734
C -6.120 2.371 -0.133 0.6201 1.1034 -0.0328 -0.745
C -5.595 1.171 0.314 -1.3961 -1.5600 -0.2597 -0.489
C -4.245 0.927 0.463 0.9674 -0.2766 0.5941 -0.711
C -1.033 2.917 0.473 0.3541 0.6370 -0.7723 0.151
C -0.720 3.109 1.797 -0.1084 0.3514 0.5040 -0.666
C -0.029 4.205 2.260 0.8053 1.8823 -0.9338 -0.809
C 0.464 5.220 1.371 -1.0466 -2.9104 0.9093 -0.896
C 0.171 4.983 0.029 0.2509 1.6771 0.2782 -1.086
C -0.592 3.931 -0.409 -0.4847 -1.5177 0.0956 -0.015
H -3.481 -0.855 -4.079 0.1203 -0.2865 -0.0189 0.393
H -1.802 -1.524 -3.855 -0.3429 0.2373 0.3967 0.204
H -2.165 -0.533 -5.195 0.0842 0.3237 -0.9930 0.465
H -4.097 1.511 -3.992 1.2133 0.0294 0.0150 0.258
H -2.871 1.677 -5.243 0.4088 -0.0381 -0.6262 0.488
H -2.789 2.685 -3.817 0.2330 0.9136 0.2738 0.425
H -1.863 2.477 -1.713 -0.1328 -0.2823 -0.4413 1.202
H 0.360 1.975 -2.169 0.1315 0.3907 0.2853 1.256
H 1.142 0.128 -4.663 -0.3948 0.2079 0.0767 0.460
H 3.266 0.209 -5.762 0.1745 -0.1750 -0.3971 0.425
H 5.371 0.017 -4.534 -0.2337 -0.2057 0.4175 0.331
H 5.354 -0.138 -1.992 -0.9174 -0.4367 -0.6531 0.295
H 3.051 -0.264 -0.887 0.2470 0.0629 0.3708 0.000
H -1.461 -0.835 -0.379 0.0338 -0.6651 -0.0785 -0.204
H -2.570 -3.026 -0.403 -0.3622 -0.2484 0.4660 0.492
H -1.645 -4.924 -1.783 0.1988 0.4472 0.3733 0.292
H 0.458 -4.559 -2.943 -0.1172 -0.0401 -0.5183 0.377
H 1.371 -2.363 -3.141 1.1749 0.4043 -0.6450 0.573
H -3.216 4.102 -0.196 -0.0593 -0.2585 0.0631 0.297
H -5.470 4.502 -0.460 -0.7357 -0.6459 -0.1982 0.387
H -7.154 2.494 -0.404 -0.3186 -0.1476 0.2709 0.398
H -6.339 0.357 0.448 0.7253 0.3675 -0.0138 0.294
H -3.789 -0.062 0.773 -0.8336 1.2800 -0.4472 0.083
H -1.152 2.431 2.498 -0.1457 -0.5380 0.5047 0.931
H 0.091 4.368 3.314 0.1334 -0.1673 0.4383 0.419
H 1.055 5.992 1.826 0.0696 0.5192 -0.4613 0.418
H 0.417 5.724 -0.716 0.3735 0.1268 -0.1013 0.408
H -0.811 3.869 -1.474 0.1400 0.1872 0.2912 0.380
O 1.877 0.659 3.964 0.2236 -0.3803 -0.1600 0.004
N 1.647 1.535 4.839 -0.2047 0.6252 0.5715 -0.609
C 0.457 1.475 5.428 0.0556 0.5685 -0.4802 0.402
C -0.518 0.550 4.997 1.3559 0.7525 0.5430 0.385
N -1.253 -0.222 4.612 -1.6287 -1.7942 -0.9375 -0.432
C -0.095 2.634 6.030 0.3352 0.4443 0.3155 0.094
N -0.622 3.581 6.414 -0.0065 0.0950 0.2460 -0.548
```
Forces are in eV/Å.